Formula: C14H28Cl8N4O4
Source: the Open Molecules 2025 dataset
Level of theory: ωB97M-V/def2-TZVPD

Cartesian coordinates (Å):
H 0.61 -0.46 -0.52
H -3.25 -6.49 2.30
C -2.85 3.11 -2.14
C -1.16 6.22 3.36
O -0.95 -2.13 -1.46
H -3.48 -0.93 -3.91
Cl -2.89 5.94 3.65
Cl -4.45 3.00 -2.75
H -0.32 -2.07 -5.24
H -3.37 -5.15 1.23
H -1.89 -3.70 1.26
H -0.95 -0.89 2.42
C -0.57 -6.61 2.30
N -1.55 -1.66 -3.62
H -1.83 -1.32 -5.70
H -0.77 -1.48 0.78
H -0.56 -7.52 1.69
N 4.97 3.05 0.05
Cl -2.54 1.83 -0.92
C 4.25 3.23 -1.09
Cl -1.00 7.73 2.46
H -2.35 0.32 -3.37
Cl -0.32 6.23 4.96
H 3.38 2.22 1.05
C -0.28 1.68 1.92
H -0.89 -6.93 3.30
O 1.48 1.37 -0.28
O 4.71 3.60 -2.15
H 4.58 3.19 2.06
H 6.90 2.39 0.24
C -1.39 -2.04 -5.01
H 3.18 3.01 -0.96
Cl -1.66 2.94 -3.42
C -1.01 -0.60 1.37
H 6.82 3.71 -0.82
C -1.05 -4.29 1.65
C -2.61 -0.74 -3.27
C 4.42 2.46 1.27
H 4.98 1.55 1.51
H -0.01 -2.85 -3.14
Cl -2.58 4.69 -1.33
C 0.71 0.48 0.03
O 0.05 -3.86 1.88
H -0.30 1.56 3.01
C -0.80 -2.24 -2.66
Cl -0.42 4.90 2.43
H -1.85 -3.01 -5.23
H -1.24 2.18 1.72
H -2.86 -0.88 -2.22
H 6.72 3.98 0.92
C 6.38 3.35 0.10
C -2.76 -6.03 1.43
H -2.03 -0.26 1.15
H -2.77 -6.78 0.64
H 0.46 -6.32 2.48
H 0.51 2.40 1.73
N -0.12 0.52 1.09
N -1.41 -5.60 1.72

Properties
LUMO energy: 0.2 eV
Frontier orbital gap: 8.8217 eV
Total charge: 0
Electronic energy: -129300.9500 eV
SMILES: ClC(Cl)(Cl)Cl.ClC(Cl)(Cl)Cl.CN(C)C=O.CN(C)C=O.CN(C)C=O.CN(C)C=O

Löwdin population analysis, charges in e, atoms 1 to 4: 0.125, 0.088, -2.039, -2.010

Formula: C21H30N4O4SSbSe4W
Source: the Open Molecules 2025 dataset
Level of theory: ωB97M-V/def2-TZVPD

Cartesian coordinates (Å):
C -3.71 -1.02 1.16
C 1.68 -0.69 -2.14
Se 1.35 0.46 2.01
N -1.21 -1.12 1.41
N 1.81 2.57 -0.58
H -0.94 -4.96 -2.09
C 0.96 4.66 0.27
H -5.03 0.32 0.11
C 0.89 -3.15 -3.17
Se 0.01 2.62 5.94
H -3.52 -0.23 1.88
H 1.71 -3.83 3.18
H -3.84 0.56 -1.96
C 0.07 6.66 1.26
S 2.01 -3.74 0.85
C 2.14 5.34 -0.04
C -3.29 0.11 -1.13
H 2.89 1.12 -2.12
C 0.82 3.25 -0.08
H -4.85 -1.23 -0.67
H 2.94 4.81 -0.55
H 3.02 -2.71 2.74
H -0.74 7.17 1.77
C -0.08 5.32 0.92
H -0.42 -1.78 1.25
H 2.78 -3.15 -4.19
C 2.53 -1.38 -3.02
N -2.39 1.13 -0.53
Se -1.78 1.91 2.39
H -1.68 -4.17 -3.51
H 1.34 8.38 1.21
C 3.57 -3.33 0.07
H -0.98 4.79 1.17
C 2.03 0.62 -1.69
C -4.29 -0.45 -0.14
C -2.44 -1.85 0.98
C 0.44 -1.23 -1.79
H -2.60 -4.33 -2.00
H -2.96 1.75 0.05
H -1.26 -1.04 2.43
H -4.48 -1.65 1.61
C 2.14 -2.60 -3.52
C 1.24 7.33 0.94
Sb -0.87 1.02 4.51
H -2.04 1.73 -1.27
W -0.31 0.68 0.49
O -0.35 2.64 0.09
C -1.61 -4.16 -2.42
H 4.28 -4.13 0.25
C 0.04 -2.47 -2.32
H 3.30 -4.48 2.72
H -2.49 -2.74 1.60
H 3.19 7.20 0.05
O -0.40 -0.58 -0.98
N 1.36 1.28 -0.80
H 3.37 -3.25 -1.00
H -2.65 -0.68 -1.55
C 2.28 6.67 0.29
O 1.15 -2.51 0.67
H -2.30 -2.17 -0.05
H 3.92 -2.38 0.46
Se -1.24 -1.30 4.84
H 3.47 -0.94 -3.31
O -1.18 -2.90 -1.94
C 2.58 -3.68 2.55
H 0.61 -4.10 -3.57

Properties
LUMO energy: -4.4 eV
Frontier orbital gap: 6.3718 eV
Total charge: +1
Electronic energy: -316994.5671 eV

Löwdin population analysis, charges in e, atoms 1 to 4: -0.184, -0.137, 0.420, -0.178

Formula: C7H7NO
Source: the Open Molecules 2025 dataset
Level of theory: ωB97M-V/def2-TZVPD

Cartesian coordinates (Å):
C -2.30 0.00 0.31
H -1.92 0.02 1.41
H 1.31 -1.00 1.13
H 0.35 0.13 -1.49
C -1.76 -1.29 -0.27
H -3.33 0.09 0.11
N -0.54 -1.48 -0.61
C 0.42 -0.53 -0.62
C 2.77 0.12 0.15
H 4.89 0.77 -0.11
O -1.61 1.05 -0.28
C 3.87 0.49 -0.14
H -2.25 -2.21 -0.41
H -0.49 2.58 0.04
C 1.49 -0.50 0.23
C -0.87 1.76 0.56

Properties
LUMO energy: 0.3 eV
Frontier orbital gap: 8.3575 eV
Total charge: 0
Electronic energy: -10902.5257 eV

Löwdin population analysis, charges in e, atoms 1 to 4: -0.175, 0.151, 0.088, 0.135

Formula: C5H14O
Source: the Open Molecules 2025 dataset
Level of theory: ωB97M-V/def2-TZVPD

Cartesian coordinates (Å):
C 1.10 -0.09 1.26
H 2.21 0.94 2.80
H -0.18 0.30 2.72
H 2.19 1.29 -0.22
C 1.24 0.82 -0.02
H -1.65 -1.42 -3.11
C -1.77 -0.01 -1.36
H -2.50 0.71 -0.95
H -1.39 -0.41 -0.43
O -0.24 0.30 1.76
H -2.82 -1.84 -1.93
C 2.29 0.02 2.21
H 2.56 -0.95 2.62
H -3.19 -0.45 -2.92
H 1.00 0.31 -0.95
H 0.81 -1.07 0.90
C -2.36 -0.96 -2.40
H -1.02 0.62 -1.79
H 0.54 1.61 0.19
H 3.17 0.27 1.60

Properties
LUMO energy: 1.0 eV
Frontier orbital gap: 11.1025 eV
Total charge: 0
Electronic energy: -7458.4141 eV
SMILES: CC(C)O.CC

Löwdin population analysis, charges in e, atoms 1 to 4: -0.417, 0.093, 0.075, 0.060

What is the LUMO energy in the third record? 0.3 eV